A cluster of 2 separate species, HI3OP in total at a distorted geometry, computed with ωB97M-V with the def2-TZVPD basis set.

XYZ file:
```
6
Properties=species:S:1:pos:R:3
O 0.120 0.376 -0.290
P 1.277 2.802 -0.663
I 2.185 2.243 -2.921
I 2.946 2.851 0.998
I -0.408 4.488 -0.962
H 0.624 0.050 0.447
```

Kohn-Sham gap (alpha / beta)   6.252 / 6.283 eV
Charge   +1
HOMO level (alpha / beta)   -14.2 / -14.2 eV
LUMO (alpha / beta)   -7.934 / -7.937 eV